Record 1
{
  "formula": "C4H6BiO",
  "method": "ωB97M-V/def2-TZVPD",
  "symbols": ["O", "Bi", "C", "C", "H", "H", "H", "H", "C", "C", "H", "H"],
  "coordinates": [[-1.170, 0.903, -0.100], [0.720, 1.383, 0.001], [-1.913, -0.108, -0.061], [-1.356, -1.526, 0.198], [-2.909, 0.005, 0.402], [-1.171, -1.225, -1.031], [-2.059, -2.283, -0.183], [-1.550, -1.748, 1.260], [1.087, -0.919, 0.535], [2.305, -1.260, 0.343], [3.080, -0.488, 0.466], [2.552, -1.963, -0.465]],
  "forces_ev_per_a": [[-3.54, -0.57, -1.57], [3.22, -0.30, 0.69], [-1.21, -1.37, 5.82], [-0.96, 2.92, -6.22], [-0.60, 0.85, -1.29], [2.29, -2.61, 2.09], [-0.71, -0.30, 0.02], [1.26, 0.05, 0.69], [-0.72, 3.22, 0.98], [0.06, -0.60, -2.65], [0.40, -0.40, 0.96], [0.49, -0.88, 0.48]],
  "lowdin_charge": [-0.307, 2.219, -0.084, 0.023, 0.208, 0.270, 0.151, 0.204, -0.054, 0.061, 0.143, 0.165],
  "total_energy_ha": -444.16528,
  "e_lumo_ev": [-17.56, -17.56],
  "spin_multiplicity": 1,
  "total_charge": 3
}

---

Record 2
{
  "formula": "C4H6BiO7",
  "method": "ωB97M-V/def2-TZVPD",
  "symbols": ["O", "C", "C", "O", "C", "O", "O", "H", "H", "H", "H", "H", "O", "C", "O", "O", "Bi", "H"],
  "coordinates": [[-1.077, -1.588, 0.274], [-0.909, -0.253, 0.564], [-1.475, 0.630, -0.540], [-2.817, 0.249, -0.824], [-3.678, 0.454, 0.160], [-3.372, 0.260, 1.323], [-4.888, 0.599, -0.324], [-1.233, -2.112, 1.069], [-1.076, 0.076, 1.594], [-0.926, 0.486, -1.478], [-1.444, 1.678, -0.229], [-5.528, 0.096, 0.199], [1.809, 0.248, -1.373], [1.574, -0.424, -0.283], [0.685, -0.014, 0.582], [2.260, -1.413, -0.015], [2.579, -2.222, 1.841], [1.210, 1.024, -1.441]],
  "forces_ev_per_a": [[0.38, 1.25, 0.34], [-0.21, -1.15, -0.08], [-0.40, -0.15, 0.15], [1.32, 1.09, -1.37], [-0.83, -2.07, 1.80], [-0.04, 0.82, -0.51], [0.05, 0.03, -0.51], [-0.35, 0.06, 0.10], [-0.23, -0.26, -0.45], [-0.20, -0.06, 0.15], [0.15, -0.11, -0.03], [-0.13, 0.41, 0.38], [-0.21, -0.71, 0.74], [-2.78, 3.78, -0.53], [1.04, -0.24, -0.29], [1.92, -2.12, -0.46], [0.17, -0.28, 0.60], [0.35, -0.26, -0.04]],
  "lowdin_charge": [0.102, -0.195, -0.061, 0.084, -0.600, 0.133, 0.216, 0.139, 0.170, 0.149, 0.168, 0.163, 0.283, -0.622, 0.024, -0.256, 1.916, 0.184],
  "total_energy_ha": -896.56879,
  "e_lumo_ev": [-12.48, -12.29],
  "spin_multiplicity": 2,
  "total_charge": 2
}

---

Record 3
{
  "formula": "C4H6Br2N2O2",
  "method": "ωB97M-V/def2-TZVPD",
  "symbols": ["C", "C", "C", "C", "N", "N", "O", "O", "Br", "Br", "H", "H", "H", "H", "H", "H"],
  "coordinates": [[-1.514, -0.631, -0.058], [0.313, 0.299, -1.426], [0.545, 0.195, 1.227], [1.360, -0.127, -0.021], [-0.858, -0.469, -1.253], [-0.808, -0.294, 1.067], [-2.632, -1.083, 0.013], [1.103, -0.318, 2.383], [1.734, -2.016, -0.137], [2.973, 0.915, -0.128], [0.184, 1.381, -1.348], [0.867, 0.022, -2.319], [0.546, 1.290, 1.372], [-1.364, -0.789, -2.064], [-1.310, -0.441, 1.929], [1.174, -1.283, 2.319]],
  "forces_ev_per_a": [[0.37, 0.05, -0.06], [2.38, -0.73, 3.01], [0.03, 0.27, -0.22], [-1.83, 0.89, -3.03], [-0.40, -0.08, -0.43], [0.11, 0.04, 0.23], [-0.58, -0.26, -0.05], [0.10, -0.05, 0.61], [0.00, 0.05, 0.00], [-0.18, -0.06, 0.08], [0.03, 0.02, -0.01], [-0.04, 0.02, 0.06], [0.12, -0.34, -0.15], [-0.02, 0.01, 0.19], [-0.05, 0.04, -0.09], [-0.03, 0.14, -0.16]],
  "lowdin_charge": [-0.583, -0.166, -0.551, -1.111, 0.030, 0.134, 0.067, -0.030, 0.760, 0.717, 0.105, 0.104, 0.150, 0.151, 0.156, 0.066],
  "total_energy_ha": -5564.05974,
  "e_lumo_ev": 0.38,
  "spin_multiplicity": 1,
  "total_charge": 0
}

---

Record 4
{
  "formula": "C4H6Br2N3",
  "method": "ωB97M-V/def2-TZVPD",
  "symbols": ["N", "C", "C", "N", "C", "Br", "C", "N", "Br", "H", "H", "H", "H", "H", "H"],
  "coordinates": [[-1.961, -0.554, -0.823], [-0.727, -0.270, -0.541], [0.223, -1.239, -1.074], [1.549, -1.068, -0.885], [2.397, -0.452, -0.371], [3.922, 0.130, 0.437], [-0.165, 0.885, 0.372], [0.042, 0.703, 1.848], [-0.988, 2.722, 0.040], [-2.915, -0.202, -0.533], [-1.908, -1.074, -1.601], [0.114, -2.307, -1.344], [1.020, 1.053, 0.161], [0.009, 1.655, 2.193], [-0.611, 0.019, 2.120]],
  "forces_ev_per_a": [[-2.96, 2.48, 2.48], [4.31, -0.73, 1.60], [-1.01, 0.16, 0.64], [0.81, 2.17, 1.67], [1.67, -0.65, -0.18], [-1.28, -0.36, -0.65], [3.32, 1.02, 0.05], [-0.05, -0.19, -3.13], [0.21, -1.42, -0.18], [2.19, -0.07, -0.20], [-1.16, -2.73, -3.39], [-1.26, 1.06, -0.23], [-3.21, 0.01, -0.90], [-0.44, -0.55, 0.86], [-1.13, -0.19, 1.55]],
  "lowdin_charge": [0.187, -0.260, -0.063, 0.070, -0.533, 0.975, -0.627, 0.011, 0.642, 0.192, 0.069, 0.143, 0.085, 0.051, 0.060],
  "total_energy_ha": -5467.91171,
  "e_lumo_ev": -4.59,
  "smiles": "N/C(=C/[N+]#CBr)[C@H](N)Br",
  "spin_multiplicity": 1,
  "total_charge": 1
}

---

Record 5
{
  "formula": "C4H6Br2O2P",
  "method": "ωB97M-V/def2-TZVPD",
  "symbols": ["O", "P", "O", "C", "C", "C", "Br", "C", "Br", "H", "H", "H", "H", "H", "H"],
  "coordinates": [[-2.297, -0.979, -2.163], [-1.117, -0.036, -1.918], [-0.596, 0.648, -3.158], [0.348, -0.745, -0.897], [0.225, -0.222, 0.566], [-0.187, 1.161, 0.412], [1.394, 2.123, -0.200], [-1.431, 1.231, -0.491], [-2.934, 0.969, 0.655], [1.225, -0.384, -1.379], [0.499, -1.794, -0.757], [-0.578, -0.939, 1.000], [1.163, -0.337, 1.188], [-0.441, 1.532, 1.402], [-1.546, 2.135, -1.095]],
  "forces_ev_per_a": [[1.48, 1.06, 1.28], [-1.00, -1.98, -0.86], [0.18, 0.27, 1.42], [-0.46, -0.08, 0.71], [0.22, -3.54, -0.59], [-1.39, 1.39, 1.21], [-0.10, 0.65, -0.12], [1.24, 0.05, -1.65], [-0.64, -0.09, 0.04], [0.78, 0.48, -0.37], [-0.45, -1.00, -0.75], [0.99, 1.67, -0.21], [-0.99, 0.11, -0.74], [0.18, 0.77, -0.10], [-0.06, 0.23, 0.74]],
  "lowdin_charge": [-0.445, 0.375, -0.411, -0.270, -0.373, -0.868, 0.693, -0.799, 0.668, 0.024, 0.060, 0.131, 0.109, 0.052, 0.054],
  "total_energy_ha": -5796.00405,
  "e_lumo_ev": 3.03,
  "smiles": "O=[P@]1([O-])CC[C@@H](Br)[C@@H]1Br",
  "spin_multiplicity": 1,
  "total_charge": -1
}

---

Record 6
{
  "formula": "C4H6BrClO",
  "method": "ωB97M-V/def2-TZVPD",
  "symbols": ["C", "C", "C", "C", "O", "Cl", "Br", "H", "H", "H", "H", "H", "H"],
  "coordinates": [[-0.091, -0.060, -0.044], [-1.112, 0.619, 0.696], [-0.376, -1.367, -0.771], [1.323, 0.443, 0.059], [-1.056, 1.022, -0.564], [0.301, 2.649, 1.878], [-2.596, 0.332, 1.725], [-0.556, -1.175, -1.952], [-1.330, -1.775, -0.515], [0.326, -2.262, -0.782], [1.752, 0.638, -0.941], [2.014, -0.344, 0.549], [1.404, 1.279, 0.663]],
  "forces_ev_per_a": [[1.79, -0.56, -0.95], [0.24, 1.80, -1.24], [-0.09, -0.77, -3.06], [1.52, -3.19, -0.91], [-0.36, -0.50, 2.06], [-1.34, -0.89, -0.10], [0.23, 0.19, 0.01], [0.72, 0.10, 2.68], [-0.73, -0.18, 0.56], [-0.32, 1.70, 0.63], [-0.36, -0.16, 0.31], [-1.28, 0.86, -0.82], [-0.02, 1.61, 0.83]],
  "lowdin_charge": [-0.430, -0.792, -0.017, -0.073, 0.050, -0.085, 0.900, 0.150, 0.052, 0.108, 0.106, 0.130, -0.100],
  "total_energy_ha": -3265.32446,
  "e_lumo_ev": [-1.62, -1.62],
  "spin_multiplicity": 1,
  "total_charge": 0
}

---

Record 7
{
  "formula": "C4H6BrFO",
  "method": "ωB97M-V/def2-TZVPD",
  "symbols": ["C", "C", "C", "C", "O", "F", "Br", "H", "H", "H", "H", "H", "H"],
  "coordinates": [[-2.756, 2.535, 0.348], [0.032, -0.830, -1.241], [0.834, 0.467, 0.837], [0.031, -0.766, 0.354], [-2.260, 1.539, 0.511], [0.674, -1.900, 0.868], [2.588, 0.545, -0.003], [-0.847, -1.376, -1.729], [0.223, 0.193, -1.731], [0.944, -1.382, -1.538], [0.551, 1.482, 0.595], [1.031, 0.367, 1.866], [-1.043, -0.874, 0.863]],
  "forces_ev_per_a": [[-0.04, 0.06, -0.01], [-0.07, 0.09, -0.23], [0.08, -0.60, -0.90], [-1.62, 0.23, -0.71], [-0.01, -0.02, 0.00], [0.12, 0.28, -0.31], [0.56, -0.28, -0.05], [1.08, 0.95, 0.97], [-0.78, -1.37, 0.95], [-0.46, 0.06, 0.33], [-1.17, -0.26, 0.04], [0.14, -0.01, 1.25], [2.18, 0.87, -1.33]],
  "lowdin_charge": [0.013, -0.097, -0.542, -0.436, 0.011, -0.070, 0.659, 0.089, 0.082, 0.054, 0.032, 0.040, 0.164],
  "total_energy_ha": -2905.10087,
  "e_lumo_ev": 0.81,
  "spin_multiplicity": 1,
  "total_charge": 0
}

---

Record 8
{
  "formula": "C4H6BrN",
  "method": "ωB97M-V/def2-TZVPD",
  "symbols": ["C", "C", "C", "C", "N", "Br", "H", "H", "H", "H", "H", "H"],
  "coordinates": [[0.064, 0.074, 2.774], [-0.292, 0.412, 1.595], [-0.636, 0.558, 0.377], [0.314, -0.408, -1.043], [0.384, -0.512, -2.558], [-1.822, 1.815, -0.429], [-0.364, -0.700, 3.462], [0.816, 0.618, 3.314], [0.210, -1.371, -0.584], [1.242, -0.139, -0.853], [0.568, 0.328, -2.972], [-0.484, -0.676, -3.082]],
  "forces_ev_per_a": [[0.27, -0.91, 3.06], [-0.70, -0.33, -0.94], [0.88, -0.46, -4.91], [-3.35, -0.93, -0.27], [-2.78, -1.59, 2.52], [0.04, -0.18, 0.58], [-0.07, 0.56, -1.27], [0.55, 0.36, -0.13], [-0.46, -0.60, -0.28], [4.20, 1.75, 1.42], [1.58, 3.19, -0.75], [-0.15, -0.87, 0.96]],
  "lowdin_charge": [0.009, -0.239, -0.613, -0.129, 0.026, 0.635, 0.085, 0.053, 0.071, 0.017, 0.011, 0.073],
  "total_energy_ha": -2784.62131,
  "e_lumo_ev": 0.49,
  "spin_multiplicity": 1,
  "total_charge": 0
}

---

Record 9
{
  "formula": "C4H6BrN2O",
  "method": "ωB97M-V/def2-TZVPD",
  "symbols": ["C", "C", "C", "C", "N", "N", "O", "Br", "H", "H", "H", "H", "H", "H"],
  "coordinates": [[1.065, 0.777, -2.252], [0.270, -0.883, -0.264], [2.024, 0.691, -0.141], [-1.814, -0.952, 1.009], [1.083, -0.043, 0.435], [2.097, 0.864, -1.511], [-0.903, -1.250, -0.111], [3.482, 1.142, 1.018], [1.148, 0.692, -3.290], [-1.596, -1.323, 1.948], [-2.736, -1.499, 0.561], [-2.098, 0.126, 1.342], [1.010, -0.290, 1.490], [3.014, 1.115, -1.835]],
  "forces_ev_per_a": [[-3.45, -1.22, 1.44], [1.60, 0.00, -4.27], [1.62, 0.05, 1.92], [-4.25, 1.43, -1.78], [-1.69, -0.49, 2.05], [0.83, 0.18, 2.07], [-0.28, 0.61, 2.11], [-0.72, -0.11, -1.05], [0.81, -0.06, -1.58], [1.39, -1.83, 1.50], [1.34, 1.27, 1.40], [0.86, -1.24, -1.85], [1.07, 1.24, -1.81], [0.88, 0.17, -0.15]],
  "lowdin_charge": [0.155, -0.103, -0.671, 0.002, 0.059, -0.040, 0.006, 0.848, 0.044, 0.054, 0.143, 0.137, 0.216, 0.150],
  "total_energy_ha": -2914.27000,
  "e_lumo_ev": [-5.42, -5.40],
  "spin_multiplicity": 1,
  "total_charge": 1
}

---

Energy above the lowest of the compared OMol25 structures with the same formula, charge and spin: 4.690; 0.166; 0.000; 3.116; 0.000; 2.723; 0.484; 3.515; 6.183 (eV)